Entry 1:
# C3H4N2O2

C3H4N2O2 as an isolated structure at a distorted geometry (the ωB97M-V functional and the def2-TZVPD basis, the Open Molecules 2025 dataset).

Atoms and positions in Å:
1 C -0.3015 -0.6619 -0.2654
2 C -0.5681 0.6327 -1.0615
3 C -0.8094 0.2032 0.9092
4 N -0.8398 1.2979 -0.0035
5 N 1.6082 0.1496 0.2957
6 O 1.0739 -0.9388 -0.3435
7 O 2.8191 0.1273 0.1958
8 H -0.7483 -1.6804 -0.4808
9 H -0.5164 0.8664 -2.0761
10 H -1.7207 -0.2199 1.1050
11 H 0.0029 0.2238 1.7250

Properties
Orbital gap: 9.9263 eV
ΔE to the lowest compared entry with this formula, charge and spin: 160.8 kcal per mole
Total charge: 0
DFT total energy: -10245.29400 eV
Highest occupied orbital energy: -10.0 eV

Atom charges from the natural (NBO) analysis, given in e for atoms 1 to 2: atom 1 (C): 0.01, atom 2 (C): 0.07


Entry 2:
# C3H4O3

C3H4O3 as an isolated structure (the ωB97M-V functional and the def2-TZVPD basis, the Open Molecules 2025 dataset).

Atoms and positions in Å:
1 O -0.1052 -1.2620 -0.5100
2 C 0.1599 0.1698 -0.5911
3 C 1.0318 -0.4544 0.4187
4 O 0.5059 -0.7389 1.5676
5 C -0.9905 1.0479 -0.1698
6 O -1.2246 2.0946 -0.7182
7 H -0.3169 -1.2631 0.7273
8 H 0.5900 0.4562 -1.5495
9 H 2.0712 -0.6921 0.1772
10 H -1.6035 0.6677 0.6693

Properties
Orbital gap: 10.5254 eV
ΔE to the lowest compared entry with this formula, charge and spin: 95.8 kcal per mole
Total charge: 0
DFT total energy: -9314.54597 eV
Highest occupied orbital energy: -10.2 eV

Atom charges from the natural (NBO) analysis, given in e for atoms 1 to 2: atom 1 (O): -0.58, atom 2 (C): -0.11


Entry 3:
# C3H2O2

One molecule with the formula C3H2O2 at a distorted geometry (the ωB97M-V functional and the def2-TZVPD basis, the Open Molecules 2025 dataset).

Atoms and positions in Å:
1 C -0.7904 1.2007 -1.0326
2 C -0.0510 0.2452 -0.9370
3 O 0.6726 -0.6956 -0.3202
4 C 0.5248 -0.8566 0.9894
5 O 1.1753 -1.6787 1.5737
6 H -1.2155 2.0037 -1.5547
7 H -0.3158 -0.2186 1.2814

Properties
Orbital gap: 11.1728 eV
ΔE to the lowest compared entry with this formula, charge and spin: 42.2 kcal per mole
SMILES: C#COC=O
Total charge: 0
DFT total energy: -7235.07189 eV
Highest occupied orbital energy: -10.6 eV

Atom charges from the natural (NBO) analysis, given in e for atoms 1 to 2: atom 1 (C): -0.31, atom 2 (C): 0.29


Entry 4:
# C38H50BrN6O4SSeSi3Y

C38H50BrN6O4SSeSi3Y as an isolated structure (the ωB97M-V functional and the def2-TZVPD basis, the Open Molecules 2025 dataset).

Atoms and positions in Å:
1 Y 0.4366 0.5648 0.2223
2 C 1.0707 0.4443 3.6330
3 O 0.3890 0.9179 2.4624
4 Si -0.9927 2.0296 2.5386
5 C -2.0794 1.4355 3.9278
6 C -0.2678 3.6517 3.0961
7 C -1.5232 1.8840 0.7910
8 Si -2.1251 3.5336 0.0891
9 C -3.4945 4.2572 1.1467
10 C -0.8272 4.8995 0.0016
11 C -2.7765 3.3354 -1.6612
12 Si -2.8781 0.6201 0.5694
13 C -2.2102 -1.0200 1.2832
14 C -4.5614 0.9358 1.3097
15 C -3.1341 0.1057 -1.2279
16 H 1.4031 1.2832 4.2442
17 H 1.9408 -0.1342 3.3239
18 H 0.4030 -0.1837 4.2225
19 H -1.5632 1.5008 4.8886
20 H -2.4823 0.4290 3.8240
21 H -2.9301 2.1210 3.9860
22 H 0.3700 3.5024 3.9717
23 H -1.0675 4.3263 3.4097
24 H 0.3081 4.1683 2.3292
25 H -3.1595 4.4251 2.1741
26 H -4.3937 3.6442 1.1880
27 H -3.7813 5.2338 0.7473
28 H -0.8864 5.5393 0.8846
29 H -1.0438 5.5326 -0.8622
30 H 0.2022 4.5645 -0.0898
31 H -3.7341 2.8178 -1.7153
32 H -2.0745 2.8169 -2.3211
33 H -2.9345 4.3360 -2.0709
34 H -1.8857 -0.9991 2.3234
35 H -1.2750 -1.9495 -0.2331
36 H -2.9057 -1.8550 1.1768
37 H -4.5302 1.3051 2.3343
38 H -5.1324 0.0031 1.3058
39 H -5.1228 1.6547 0.7108
40 H -2.2497 0.2000 -1.8639
41 H -3.9275 0.6851 -1.6986
42 H -3.4535 -0.9401 -1.2456
43 C 4.5178 0.9450 -0.3932
44 O 3.4404 0.0703 -0.0259
45 C 3.8121 -1.2441 0.1331
46 C 5.1017 -1.7300 0.0012
47 C 5.3332 -3.0908 0.1711
48 Br 7.0871 -3.7403 -0.0261
49 C 4.3117 -3.9632 0.4829
50 C 3.0154 -3.4748 0.6291
51 C 2.7804 -2.1227 0.4379
52 O 1.5042 -1.5701 0.4811
53 C 1.9163 -4.3990 0.9429
54 N 1.7389 -5.5487 0.3808
55 C 0.5883 -6.0712 0.9670
56 C -0.0414 -7.2932 0.7396
57 C -1.1887 -7.5620 1.4585
58 C -1.7051 -6.6425 2.3850
59 C -1.0926 -5.4251 2.6176
60 C 0.0594 -5.1638 1.8865
61 N 0.9079 -4.0534 1.8402
62 H 4.9625 0.6210 -1.3345
63 H 5.2758 0.9631 0.3900
64 H 4.0988 1.9350 -0.5143
65 H 5.9321 -1.0834 -0.2348
66 H 4.4966 -5.0195 0.6150
67 H 0.8446 -2.2339 0.7690
68 H 0.3682 -8.0009 0.0317
69 H -1.6995 -8.5046 1.3167
70 H -2.6000 -6.8982 2.9361
71 H -1.4895 -4.7255 3.3418
72 H 1.0810 -3.4691 2.6448
73 Se 2.3372 5.6822 -5.6057
74 N 1.6135 4.0622 -5.6020
75 C 1.6374 3.6369 -4.3656
76 C 1.1408 2.3294 -3.9551
77 C 0.6379 1.4002 -4.8704
78 C 0.2178 0.1714 -4.4155
79 C 0.2921 -0.0952 -3.0537
80 N 0.7536 0.7818 -2.1642
81 C 1.1892 1.9831 -2.6070
82 C 1.7444 2.9141 -1.6109
83 N 1.7289 2.5267 -0.3194
84 C 2.2849 3.3156 0.5980
85 C 2.8797 4.5316 0.2876
86 C 2.8601 4.9575 -1.0234
87 C 2.2740 4.1457 -1.9972
88 C 2.2056 4.5300 -3.4007
89 N 2.6407 5.6753 -3.8580
90 H 0.5968 1.6644 -5.9191
91 H -0.1675 -0.5822 -5.0870
92 H -0.0440 -1.0527 -2.6732
93 H 2.2558 2.9597 1.6213
94 H 3.3264 5.1302 1.0685
95 H 3.2853 5.9084 -1.3176
96 C -3.3126 -3.6140 -2.2962
97 S -1.5746 -3.2077 -2.0274
98 C -0.9293 -4.8720 -1.7859
99 O -1.0035 -1.3289 0.4869
100 H -3.3888 -4.2969 -3.1399
101 H -3.8511 -2.7006 -2.5362
102 H -3.7387 -4.0740 -1.4068
103 H -1.1000 -5.4576 -2.6871
104 H -1.4106 -5.3453 -0.9326
105 H 0.1408 -4.8059 -1.6014

Properties
Orbital gap: 6.9711 eV
ΔE to the lowest compared entry with this formula, charge and spin: 7.2 kcal per mole
Total charge: +2
DFT total energy: -228243.99966 eV
Highest occupied orbital energy: -12.9 eV

Atom charges from the Löwdin analysis, given in e for atoms 1 to 2: atom 1 (Y): 1.61, atom 2 (C): -0.08


Entry 5:
# C38H39Br5N9O9PSrTe

C38H39Br5N9O9PSrTe as an isolated structure at a distorted geometry (the ωB97M-V functional and the def2-TZVPD basis, the Open Molecules 2025 dataset).

Atoms and positions in Å:
1 Sr 0.0274 0.2986 -0.8970
2 O 0.7324 1.4435 3.2049
3 C -0.6758 1.2634 3.1932
4 C -1.3453 2.6235 3.2133
5 C -1.3070 3.3434 1.8543
6 C -2.4835 3.0217 0.9638
7 C -3.7673 3.4657 1.2909
8 C -4.8201 3.1789 0.4411
9 C -4.5674 2.4727 -0.7266
10 C -3.2625 2.0894 -0.9879
11 N -2.2440 2.3444 -0.1609
12 H 1.1082 0.5523 3.1117
13 H -0.9891 0.6726 4.0633
14 H -0.9908 0.7047 2.3074
15 H -0.8359 3.2336 3.9645
16 H -2.3819 2.4974 3.5416
17 H -0.3951 3.0867 1.3153
18 H -1.3023 4.4253 2.0212
19 H -3.9199 4.0330 2.2018
20 H -5.8243 3.5116 0.6800
21 H -5.3514 2.2207 -1.4278
22 H -3.0261 1.5544 -1.8958
23 C 0.3222 -3.0774 -1.7728
24 O 1.1185 -2.0624 -1.1434
25 C 2.4553 -2.2398 -1.0850
26 C 3.1520 -3.1928 -1.7877
27 C 4.5366 -3.2783 -1.6177
28 Br 5.5030 -4.5981 -2.5923
29 C 5.2054 -2.4565 -0.7541
30 C 4.4910 -1.4905 -0.0282
31 C 3.1214 -1.3559 -0.2043
32 O 2.3690 -0.4443 0.4185
33 C 5.1734 -0.6211 0.9361
34 N 4.5632 0.1478 1.8011
35 C 5.5704 0.7434 2.5470
36 C 5.4838 1.6255 3.6205
37 C 6.6636 2.0658 4.1913
38 C 7.9113 1.6359 3.7107
39 C 8.0102 0.7511 2.6517
40 C 6.8171 0.3167 2.0861
41 N 6.5351 -0.5629 1.0568
42 H 0.5983 -4.0522 -1.3692
43 H 0.4753 -3.0381 -2.8535
44 H -0.7038 -2.8319 -1.5211
45 H 2.6429 -3.8539 -2.4719
46 H 6.2728 -2.5758 -0.6283
47 H 2.9084 -0.0072 1.1221
48 H 4.5168 1.9422 3.9896
49 H 6.6281 2.7524 5.0272
50 H 8.8154 1.9999 4.1822
51 H 8.9726 0.4146 2.2877
52 H 7.1951 -1.0272 0.4620
53 Br -3.6899 0.4104 -7.2460
54 C -3.1921 0.0926 -5.4416
55 C -3.9483 -0.7264 -4.6314
56 Br -5.5383 -1.5398 -5.2754
57 C -3.5231 -0.9727 -3.3064
58 Br -4.5551 -2.0114 -2.0962
59 C -2.3334 -0.4601 -2.7881
60 O -1.8944 -0.6829 -1.5979
61 C -1.5646 0.4590 -3.6259
62 O -0.5365 1.0282 -3.1076
63 C -2.0229 0.6886 -4.9290
64 Br -0.9867 1.9176 -5.9319
65 C -4.1755 -2.1426 4.4407
66 N -3.6423 -2.0308 3.1057
67 C -2.5689 -2.8880 2.6276
68 C -2.0247 -2.0732 1.4621
69 O -1.1480 -2.4627 0.7317
70 N -2.6692 -0.8399 1.4184
71 C -3.5389 -0.8766 2.3940
72 N -4.2958 0.2080 2.7153
73 H -4.3367 -3.1946 4.6687
74 H -5.1379 -1.6353 4.5208
75 H -3.4974 -1.7348 5.1975
76 H -2.9179 -3.8702 2.3101
77 H -1.7980 -3.0229 3.3870
78 H -4.3104 0.9234 2.0031
79 H -5.1635 0.0559 3.1981
80 C 1.1964 5.0508 -3.8606
81 C 0.8001 4.0884 -2.7705
82 O 1.8929 4.0085 -1.8247
83 P 2.1526 2.5824 -1.1388
84 O 0.9671 2.2789 -0.2463
85 Te 2.7901 1.0011 -2.7803
86 O 3.4309 2.9133 -0.2345
87 C 3.2467 3.5070 1.0650
88 C 3.4002 5.0108 0.9856
89 H 0.3897 5.1260 -4.5932
90 H 2.0911 4.6869 -4.3672
91 H 1.4031 6.0457 -3.4599
92 H 0.5808 3.0985 -3.1806
93 H -0.0857 4.4212 -2.2253
94 H 4.0169 3.0640 1.6940
95 H 2.2749 3.2196 1.4683
96 H 4.4072 5.2850 0.6667
97 H 3.2122 5.4550 1.9669
98 H 2.6903 5.4256 0.2702
99 N 1.1763 -1.4673 3.0076
100 C 1.0091 -2.4975 3.5205
101 N 0.8902 -3.6740 4.0929
102 C -0.0659 -3.8442 4.9733
103 N -0.8834 -4.0611 5.7761

Properties
Orbital gap: 5.4089 eV
ΔE to the lowest compared entry with this formula, charge and spin: 57.5 kcal per mole
Total charge: -2
DFT total energy: -439518.11848 eV
Highest occupied orbital energy: -1.9 eV

Atom charges from the Löwdin analysis, given in e for atoms 1 to 2: atom 1 (Sr): 1.39, atom 2 (O): -0.10


Entry 6:
# C5H7N

One molecule with the formula C5H7N (the ωB97M-V functional and the def2-TZVPD basis, the Open Molecules 2025 dataset).

Atoms and positions in Å:
1 C -1.7381 0.1349 -0.1681
2 N -0.2933 0.1878 -0.0878
3 C 0.4958 1.2354 -0.2917
4 C 1.9145 1.0519 -0.0894
5 C 1.9075 -0.2695 0.2827
6 C 0.5554 -0.9339 0.2659
7 H -2.1413 -0.3950 0.7003
8 H -2.0715 -0.3733 -1.0790
9 H -2.1321 1.1543 -0.1649
10 H -0.0029 2.1582 -0.6004
11 H 2.7802 -0.8674 0.5484
12 H 0.2248 -1.3882 1.2081
13 H 0.5009 -1.6951 -0.5241

Properties
Orbital gap: 7.6125 eV
ΔE to the lowest compared entry with this formula, charge and spin: 78.0 kcal per mole
SMILES: CN1C=C=CC1
Total charge: 0
DFT total energy: -6785.13127 eV
Highest occupied orbital energy: -7.3 eV

Atom charges from the natural (NBO) analysis, given in e for atoms 1 to 2: atom 1 (C): -0.41, atom 2 (N): -0.33